Record 1
Formula: C35H36BeFN6O3Sb
Source: the Open Molecules 2025 dataset
Level of theory: ωB97M-V/def2-TZVPD

Last column: Mulliken charge in e.
Positions of all 83 atoms, in Å:
1 Be 1.75928 -2.93180 -0.10251  -2.76
2 C 1.91490 -2.61197 3.15965  -1.28
3 C 0.60698 -3.01034 2.54233  1.00
4 C -0.53822 -3.08399 3.33154  -0.92
5 C -1.71157 -3.58488 2.81265  -0.56
6 C -1.71412 -4.07294 1.51386  -0.91
7 C -0.55495 -3.96437 0.77285  0.41
8 N 0.56679 -3.39332 1.25319  0.85
9 Sb -0.41240 -5.03593 -1.07888  0.85
10 C 1.64952 -5.54724 -0.64463  0.42
11 C 2.06563 -6.85395 -0.79022  -1.00
12 C 3.39020 -7.17431 -0.51538  -0.39
13 C 4.24637 -6.17859 -0.10661  -0.99
14 C 3.78516 -4.87126 0.02762  1.10
15 C 4.71148 -3.77726 0.46812  -1.11
16 N 2.50000 -4.57271 -0.24106  0.87
17 C 0.24091 -3.37091 -2.26211  0.39
18 C -0.39856 -3.13527 -3.46177  -0.92
19 C 0.16007 -2.21675 -4.33866  -0.57
20 C 1.35986 -1.63148 -4.00519  -0.94
21 C 1.97025 -1.91249 -2.78477  1.06
22 C 3.34187 -1.37257 -2.50932  -1.30
23 N 1.37661 -2.73717 -1.90151  0.91
24 H 1.79263 -2.48669 4.23327  0.49
25 H 2.32793 -1.69724 2.75023  0.18
26 H 2.64932 -3.40131 2.99372  0.20
27 H -0.48141 -2.76685 4.36355  0.47
28 H -2.60085 -3.64542 3.42682  0.46
29 H -2.59166 -4.54926 1.09809  0.46
30 H 1.36935 -7.61561 -1.11460  0.47
31 H 3.74375 -8.19149 -0.62156  0.43
32 H 5.28258 -6.39182 0.11530  0.48
33 H 5.69910 -4.18248 0.67644  0.54
34 H 4.33987 -3.27337 1.35697  0.10
35 H 4.80224 -3.00870 -0.29719  0.13
36 H -1.30158 -3.67224 -3.71906  0.46
37 H -0.31295 -1.99932 -5.28764  0.47
38 H 1.85661 -0.96155 -4.69309  0.45
39 H 3.66460 -0.73901 -3.33223  0.47
40 H 4.04768 -2.20136 -2.42954  0.21
41 H 3.40090 -0.81038 -1.58631  0.18
42 F -4.21961 1.51194 -1.05750  -0.34
43 C -3.00222 1.81905 -0.56111  0.38
44 C -2.05874 0.83817 -0.46073  -0.42
45 C -0.77691 1.12105 0.00203  0.31
46 C 0.19740 0.00499 0.06954  1.16
47 O -0.14307 -1.12534 -0.27456  -0.70
48 C 1.49790 0.39359 0.55928  -0.01
49 C 1.71741 1.69426 0.90148  -0.18
50 N 0.83112 2.71079 0.84261  0.11
51 C 1.37411 4.01609 1.22464  -0.16
52 C 0.67010 5.06628 2.02203  -0.55
53 C 1.03561 5.31536 0.57045  -0.51
54 C -0.46255 2.43454 0.38250  -0.48
55 C -1.46181 3.41213 0.30405  -0.23
56 C -2.73136 3.13473 -0.17775  -1.67
57 N -3.68430 4.18596 -0.22691  0.19
58 C -3.32192 5.40200 -0.94450  -0.52
59 C -3.84042 6.60145 -0.14258  -0.77
60 N -5.02779 6.13206 0.66357  -0.15
61 C -5.88148 5.20837 -0.15878  -0.75
62 C -5.10778 3.89690 -0.36691  -0.72
63 C 2.69493 -0.50110 0.73502  0.02
64 O 3.72934 -0.03591 1.18037  -0.73
65 O 2.59109 -1.73676 0.37566  0.56
66 H -2.29033 -0.17525 -0.76354  0.68
67 H 2.70641 1.94570 1.26137  0.60
68 H 2.41540 3.88381 1.47335  0.50
69 H 1.26410 5.56023 2.77781  0.34
70 H -0.35865 4.92300 2.31179  0.16
71 H 1.85743 5.98409 0.35957  0.32
72 H 0.25891 5.32944 -0.17913  0.14
73 H -1.27670 4.41271 0.64503  0.71
74 H -3.73858 5.40348 -1.95863  0.31
75 H -2.24492 5.48485 -1.04683  0.39
76 H -4.18503 7.41369 -0.77970  0.37
77 H -3.10971 6.98524 0.56659  0.44
78 H -5.56288 6.92682 1.01354  0.34
79 H -4.67765 5.61062 1.46979  0.38
80 H -6.07984 5.73743 -1.08868  0.36
81 H -6.82279 5.04851 0.36084  0.39
82 H -5.38076 3.49316 -1.34501  0.42
83 H -5.39757 3.16750 0.38757  0.51

As for the LUMO energy: -4.6 eV. The total energy is -61609.416 eV. Its HOMO-LUMO gap is 0.29386 Eh. Its net charge is +2.

---

Record 2
Formula: C4H6OS
Source: the Open Molecules 2025 dataset
Level of theory: ωB97M-V/def2-TZVPD

Last column: Mulliken charge in e.
Positions of all 12 atoms, in Å:
1 C 1.51652 -1.22546 0.49315  -0.93
2 C 0.99654 0.13569 -0.05318  0.59
3 C -0.46072 0.30894 0.13984  0.34
4 C -0.86651 1.73022 0.40654  -1.02
5 H 2.30529 -1.56963 -0.16100  0.28
6 H 1.85438 -1.16001 1.55313  0.26
7 H 0.62531 -1.92147 0.43066  0.33
8 H -0.70818 2.43754 -0.37630  0.29
9 H -0.37918 1.95164 1.35961  0.30
10 H -1.95423 1.76225 0.49293  0.34
11 O 1.73412 0.90519 -0.64702  -0.53
12 S -1.42070 -0.90239 -0.25256  -0.27

As for the LUMO energy: -1.0 eV. Its SMILES is CC(=O)C(C)=S. The total energy is -17126.792 eV. Its HOMO-LUMO gap is 0.29309 Eh.

---

Record 3
Formula: C3H5NO2
Source: the Open Molecules 2025 dataset
Level of theory: ωB97M-V/def2-TZVPD

Last column: Mulliken charge in e.
Positions of all 11 atoms, in Å:
1 O 1.88404 -0.37425 -0.92891  -0.52
2 C 1.65541 -0.02360 0.20955  0.17
3 C 0.25390 -0.00843 0.73460  -0.53
4 N -0.56594 -0.65221 -0.26402  -0.33
5 C -1.63887 0.13981 -0.62459  0.09
6 O -1.88534 1.21209 -0.10999  -0.54
7 H 2.46773 0.32005 0.86525  0.36
8 H 0.15279 -0.42957 1.74371  0.29
9 H -0.09275 1.03448 0.79659  0.28
10 H 0.06794 -0.92548 -1.03563  0.36
11 H -2.29892 -0.29290 -1.38656  0.37

As for the LUMO energy: 0.9 eV. Its SMILES is O=CCNC=O. The total energy is -8776.558 eV. Its HOMO-LUMO gap is 0.41437 Eh.